Molecular formula: C31H43N6O5PS5V
Method: DFT, ωB97M-V with the def2-TZVPD basis set

Output
- ⟨S²⟩: 2.08
- Calculated total energy: -141181.869 eV
- 2S+1: 3
- Total charge: -1
- Highest occupied orbital energy (spin up / spin down): -4.28 / -4.49 eV
- HOMO-LUMO gap (spin up / spin down): 0.2433 / 0.2513 Eh
- Energy relative to the best compared isomer or geometry (same formula, charge and spin): 0.00 kJ/mol

Positions of all 92 atoms, in Å:
V1 1.438 0.451 0.475
C1 -5.000 -1.242 0.781
C2 -3.748 -1.264 1.622
O1 -2.672 -0.740 0.832
P1 -1.136 -1.198 1.077
S1 -0.224 -0.019 2.384
S2 -1.037 -3.145 1.293
O2 -0.512 -0.671 -0.322
C3 -0.754 -1.387 -1.566
C4 0.515 -1.473 -2.372
H1 -5.852 -1.587 1.371
H2 -4.884 -1.897 -0.083
H3 -5.217 -0.233 0.421
H4 -3.503 -2.276 1.940
H5 -3.855 -0.637 2.510
H6 -1.516 -0.835 -2.107
H7 -1.133 -2.377 -1.310
H8 0.973 -0.489 -2.472
H9 0.264 -1.826 -3.374
H10 1.235 -2.155 -1.921
O3 6.445 2.087 -0.569
C5 6.554 1.614 0.678
C6 7.819 1.606 1.269
C7 7.995 1.116 2.550
C8 6.912 0.625 3.274
C9 5.655 0.632 2.691
C10 5.453 1.118 1.402
C11 4.093 1.092 0.823
O4 3.097 0.686 1.556
N1 3.921 1.519 -0.396
N2 2.574 1.374 -0.732
C12 1.880 2.515 -1.277
S3 1.454 2.290 -3.064
C13 0.888 3.996 -3.154
C14 2.019 4.884 -2.641
S4 2.855 4.083 -1.238
H11 5.491 1.980 -0.847
H12 8.651 1.991 0.693
H13 8.986 1.119 2.989
H14 7.047 0.249 4.280
H15 4.787 0.269 3.227
H16 -0.004 4.097 -2.530
H17 0.630 4.237 -4.185
H18 1.628 5.851 -2.324
H19 2.758 5.044 -3.427
N3 2.101 -1.562 0.468
C15 2.694 -2.524 0.671
N4 3.340 -3.648 0.936
C16 4.388 -3.497 1.967
C17 3.748 -3.218 3.330
C18 2.398 -3.949 3.456
C19 2.383 -5.214 2.600
C20 2.473 -4.840 1.116
H20 5.064 -2.698 1.665
H21 4.956 -4.427 1.965
H22 3.595 -2.143 3.441
H23 4.441 -3.525 4.117
H24 1.585 -3.295 3.128
H25 2.197 -4.193 4.499
H26 1.466 -5.784 2.757
H27 3.214 -5.869 2.883
H28 1.482 -4.576 0.745
H29 2.870 -5.655 0.510
C21 -5.639 2.359 0.742
C22 -4.282 2.085 1.375
C23 -3.115 2.634 0.574
N5 -2.978 1.994 -0.733
C24 -2.573 2.670 -1.776
S5 0.393 2.529 -0.217
N6 -2.271 1.786 -2.852
C25 -2.940 0.737 -3.413
O5 -2.417 0.009 -4.244
C26 -4.385 0.529 -3.058
C27 -5.275 1.593 -2.958
C28 -6.627 1.349 -2.763
C29 -7.089 0.045 -2.639
C30 -6.199 -1.017 -2.735
C31 -4.853 -0.774 -2.962
H30 -6.450 1.929 1.334
H31 -5.695 1.931 -0.260
H32 -5.819 3.434 0.652
H33 -4.142 1.008 1.512
H34 -4.232 2.522 2.375
H35 -2.179 2.478 1.116
H36 -3.222 3.701 0.385
H37 -2.909 0.975 -0.697
H38 -1.402 2.017 -3.321
H39 -4.906 2.609 -3.035
H40 -7.318 2.180 -2.696
H41 -8.142 -0.143 -2.470
H42 -6.555 -2.035 -2.640
H43 -4.148 -1.589 -3.076